118
Properties=species:S:1:pos:R:3 method="wB97M-V/def2-TZVPD" spin_multiplicity=2 max_force_ev_per_a=3.15 charge=+1 gap_ev="5.46 / 5.96"
C 0.648 -5.354 -0.384
H 2.301 -1.169 -0.785
N 0.000 -2.794 0.799
C 1.765 7.485 1.487
C -2.568 -1.090 -5.350
N 0.252 2.705 -1.296
C 2.295 -1.985 -1.498
C -5.066 -4.306 1.578
C -0.711 -6.401 -2.586
H -3.749 -2.318 -0.843
C -0.129 -0.080 -4.449
H -6.016 -4.591 2.008
H 0.207 -3.312 -3.832
C 1.174 -2.192 -2.279
C 3.317 -3.864 -2.599
N 0.821 -0.317 1.334
H 0.810 0.309 -4.074
C -3.607 0.281 1.596
C 2.187 -4.042 -3.389
C 0.643 -3.458 3.603
C 0.847 8.215 2.217
C 1.029 3.824 -1.329
H -4.088 0.994 0.941
H -2.023 -4.702 -2.379
H -4.124 -1.465 4.454
O -1.074 3.983 2.638
C 4.222 1.684 -3.148
C -4.251 -0.192 2.730
C -0.569 2.621 -2.395
H 4.275 -2.688 -1.083
H -1.249 1.789 -2.468
O 2.447 1.060 -1.650
C -2.321 -0.142 1.304
H 0.524 4.595 3.449
C -0.519 8.147 1.910
N 1.845 4.168 -0.350
C -2.648 -3.579 0.478
H -2.112 -0.092 -7.188
C 1.536 3.178 2.478
H -2.726 -1.988 -3.388
C -0.450 3.618 -3.286
S 0.753 4.754 -2.802
C 3.379 -2.834 -1.670
O 3.674 5.574 0.542
H -1.007 3.756 -4.196
H 0.751 -7.969 -2.527
C -0.921 7.366 0.816
C 1.101 -3.198 -3.232
S 2.552 5.646 -0.369
N 2.771 2.666 2.251
N -0.740 3.077 1.888
C 0.001 6.645 0.088
O 4.396 1.801 -0.780
C 1.152 -3.875 4.823
H -5.249 0.153 2.964
H 0.047 0.812 -6.380
C -1.700 -1.040 2.156
H 3.443 3.409 2.025
C -3.817 -3.028 -0.031
H 2.267 4.615 3.674
S 0.006 -1.462 1.765
C 0.692 -2.112 3.280
H -1.970 7.320 0.553
C 3.626 1.496 -1.688
H 3.054 0.747 1.854
H 1.279 -0.140 3.837
Cl 3.365 0.712 -4.345
H 4.160 -4.531 -2.717
N -0.127 0.043 -1.238
H 2.186 -0.884 6.039
H -0.332 6.043 -0.743
H -3.515 -1.479 -5.698
C 1.250 -1.178 4.141
H -1.174 9.278 3.502
C -0.459 -4.711 -0.917
C 1.347 6.688 0.430
H -1.746 -4.934 1.874
H 2.820 7.522 1.724
H -1.795 0.230 0.435
H 2.151 -4.830 -4.128
H -3.924 -5.576 2.877
H 2.085 -3.276 6.656
C 1.699 -2.949 5.701
O -1.509 2.536 1.103
C -2.675 -4.505 1.517
C -2.140 -1.381 -4.064
C 1.081 -6.527 -0.977
Ru 0.704 1.257 0.077
C -1.779 -0.308 -6.182
N 1.427 4.148 3.374
C -2.332 -1.530 3.290
H 1.176 8.843 3.036
H 0.224 -4.161 2.895
N -1.412 -2.235 -1.422
C -0.566 0.200 -5.733
C -3.889 -4.860 2.068
H 3.508 1.759 0.584
S -1.086 -3.205 -0.244
H -2.417 8.667 2.492
H 1.951 -7.034 -0.586
Cl 4.042 3.408 -3.533
C -0.923 -0.874 -3.638
H -1.827 -2.227 3.946
S -0.281 -1.191 -2.004
C 1.756 -1.604 5.357
O 2.781 6.065 -1.723
N -1.441 8.843 2.639
C -3.619 -1.099 3.569
C 0.408 -7.050 -2.073
H 1.114 -4.922 5.091
H -1.234 -6.811 -3.438
H -5.943 -2.963 0.154
N 2.813 1.589 1.344
C -5.026 -3.393 0.532
C -1.154 -5.230 -2.006
N 0.514 2.587 1.856
Cl 5.925 1.240 -3.170
H 1.159 -4.913 0.461